# C6H14NOP

A structure of composition C6H14NOP in a non-equilibrium geometry (ωB97M-V/def2-TZVPD, the OMol25 dataset).

```
23
Properties=species:S:1:pos:R:3:forces:R:3
C -2.730167 0.471443 1.112572 2.3505 -1.0951 -2.8838
C 1.627064 -1.184770 0.310798 0.2174 -0.3100 -3.7003
C 1.595171 0.036856 -0.617595 1.5216 0.9552 -1.2086
C 0.317461 -2.042488 0.041427 1.4630 -0.2535 1.5368
C 0.910617 1.759317 0.908550 -1.9659 1.4090 -0.7502
C -1.807111 -0.109695 -1.636399 -3.4805 -1.9589 1.8329
N 0.591903 1.016773 -0.319526 -3.1218 -0.0758 1.1364
O -0.785209 -1.329848 0.682247 -0.0478 -0.3342 -0.7367
P -1.405047 0.078458 0.134407 2.1603 -1.0857 -0.0508
H -2.804338 0.461094 2.132460 0.2578 -0.1448 2.4174
H -3.127831 1.294718 0.627407 -1.4654 1.6576 -0.8347
H 2.588259 -1.646375 0.056932 -0.4415 -0.9167 -0.2518
H 1.877660 -0.776121 1.232396 -0.7683 0.1501 2.4156
H 2.616046 0.613476 -0.703889 -1.3758 -0.9775 0.8922
H 1.544994 -0.217313 -1.692752 -0.5896 -0.5273 0.3406
H 0.155586 -2.302916 -1.055511 0.1109 0.8876 1.2615
H 0.411327 -3.051903 0.568420 -0.4256 1.4255 -0.5218
H 1.932506 2.040258 0.820150 1.2719 -0.2652 0.6980
H 0.432908 2.802504 0.871648 0.0683 -1.5185 0.1110
H 0.565569 1.263378 1.841818 0.7737 0.3241 -0.2238
H -1.159713 0.570079 -2.098593 0.5623 0.5863 -1.5346
H -1.874031 -1.198358 -1.900315 1.4269 0.8144 0.0906
H -2.948407 -0.039141 -1.726140 1.4975 1.2536 -0.0359
```
Positions in Å, forces in eV/Å.

Its lowest unoccupied orbital energy (alpha / beta) is 0.0274 / 0.0274 Ha. The value obtained for the molecular weight is 147.158 g/mol. The energy above the lowest of the compared OMol25 structures with the same formula, charge and spin comes out at 318.3 kJ/mol. The orbital gap (alpha / beta) comes out at 8.41 / 8.41 eV. The charge is 0.



# C6H14O

A cluster of 2 separate species, C6H14O in total in a non-equilibrium geometry (ωB97M-V/def2-TZVPD, the OMol25 dataset).

```
21
Properties=species:S:1:pos:R:3:forces:R:3
C 1.274268 0.784572 -1.459836 -1.2953 -0.2557 -2.0176
C -0.240796 0.805706 -0.952221 0.6982 0.9553 -2.9997
C -0.553020 -0.539974 -0.349120 2.4991 -0.6528 -0.5594
C -0.474126 -0.502747 1.096816 1.1879 -0.9636 2.8994
C -1.191621 0.378717 1.787503 -1.2676 1.6387 -2.0092
C -1.249159 0.418383 3.254419 -1.6582 1.2793 1.5194
H 1.897131 0.706859 -0.608496 0.7980 -0.6641 1.0440
H 1.630647 1.737805 -1.915074 -0.6301 -0.4672 -0.0412
H 1.476358 -0.094349 -2.237683 -0.6289 2.2321 2.0767
H -0.957996 0.886116 -1.858401 1.2688 0.3029 1.0999
H -0.386425 1.723061 -0.318815 -0.0573 -1.1619 -0.3832
H 0.107147 -1.324681 -0.825121 -0.5282 0.9441 0.5750
H -1.505732 -0.860980 -0.578911 -2.3079 -0.5540 -0.7622
H 0.196596 -1.241697 1.716432 -1.3827 1.2563 -1.2752
H -1.782400 1.219358 1.161720 1.1823 -2.1305 1.5463
H -1.746484 1.365008 3.678857 0.8439 -1.1569 -0.7597
H -0.242421 0.387124 3.613525 0.5943 -0.1556 0.6985
H -1.850431 -0.398728 3.700305 0.4445 0.1728 -0.2601
H 2.196424 -1.179667 -3.279616 0.1109 0.0530 -0.4988
H 1.226964 -2.246559 -2.815616 -0.1743 -0.1700 -0.0981
O 2.175066 -2.023328 -2.810664 0.3028 -0.5022 0.2054
```
Positions in Å, forces in eV/Å.

Its spin multiplicity is 2. Its lowest unoccupied orbital energy (alpha / beta) is 0.1265 / 0.1247 Ha. The value obtained for the molecular weight is 102.177 g/mol. The energy above the lowest of the compared OMol25 structures with the same formula, charge and spin comes out at 151.9 kJ/mol. The expectation value of S² is 0.75. The orbital gap (alpha / beta) comes out at 2.31 / 9.34 eV. The charge is -1.



# C6H14O

A cluster of 2 separate species, C6H14O in total (ωB97M-V/def2-TZVPD, the OMol25 dataset).

```
21
Properties=species:S:1:pos:R:3:forces:R:3
C -2.923863 -0.480742 1.020349 -0.0696 -0.1608 0.2535
C -2.115606 0.487446 -0.731279 0.0593 0.1443 -0.3715
C -0.790632 0.952778 -0.543361 0.1820 0.2129 -0.2932
C 0.415574 0.099170 -0.822978 0.0746 -0.1077 -0.0452
C 1.555110 0.333125 0.171804 0.0368 0.0352 0.0519
C 2.784360 -0.514397 -0.105204 -0.3660 -0.0714 -0.2891
O 3.766062 -0.176760 0.858052 0.3003 -0.1480 0.0061
H -3.869731 -0.817863 0.579819 0.2359 0.1318 -0.0248
H -3.127741 0.194822 1.857154 0.0497 0.0049 -0.0749
H -2.354912 -1.350915 1.365147 -0.0096 0.0565 -0.0318
H -2.295746 -0.416194 -1.311134 0.0719 0.1425 0.1900
H -2.931869 1.205953 -0.756151 0.1921 -0.1686 0.0955
H -0.653300 1.985401 -0.242957 -0.0163 -0.0805 0.0043
H -1.665460 0.297584 0.438323 -0.5822 -0.2983 0.2175
H 0.796655 0.276464 -1.843140 -0.0572 -0.0156 0.1330
H 0.125540 -0.963357 -0.800201 0.0247 0.1380 0.0156
H 1.857859 1.388245 0.151545 -0.0702 -0.1276 -0.0056
H 1.210690 0.125848 1.192183 0.0206 0.0235 -0.1136
H 2.521378 -1.584031 -0.045350 0.0533 0.1700 0.0207
H 3.148947 -0.323536 -1.128609 -0.0375 -0.0016 0.1806
H 4.546689 -0.719038 0.695994 -0.0926 0.1203 0.0809
```
Positions in Å, forces in eV/Å.

Its lowest unoccupied orbital energy is 0.0362 Ha. The value obtained for the molecular weight is 102.177 g/mol. The energy above the lowest of the compared OMol25 structures with the same formula, charge and spin comes out at 536.4 kJ/mol. The orbital gap comes out at 7.65 eV. The charge is 0.



# C6H14O

An isolated molecule of C6H14O (ωB97M-V/def2-TZVPD, the OMol25 dataset).

```
21
Properties=species:S:1:pos:R:3:forces:R:3
C -2.328232 -1.111907 1.034519 -0.0781 -0.5566 -0.6367
O -1.767193 -1.193323 2.325174 0.1701 0.0807 0.2579
C -1.615999 -0.107572 0.134496 0.1474 -0.0271 0.6152
C -0.140429 -0.430532 -0.064229 -0.2909 0.3042 -0.3408
C 0.567913 0.642835 -0.878929 0.5645 0.0539 -0.0043
C 2.085766 0.442336 -1.002143 -0.3991 -0.2617 0.3946
C 2.830820 1.669854 -1.515949 -0.7547 0.0016 0.6482
H -3.378065 -0.868647 1.147539 -0.1605 0.2859 0.1465
H -2.322430 -2.118620 0.588346 0.0900 0.1241 -0.1821
H -0.909972 -1.614902 2.215391 0.0341 0.0243 0.2322
H -2.102241 -0.077015 -0.839948 -0.2059 0.2024 -0.0029
H -1.675028 0.863827 0.643195 -0.2007 0.0209 -0.3426
H 0.341857 -0.453907 0.911325 0.1729 -0.3411 0.1014
H -0.078474 -1.395105 -0.570071 0.3063 -0.2141 0.1425
H 0.130877 0.723653 -1.873579 -0.1772 0.1120 -0.0915
H 0.430686 1.595248 -0.360391 -0.2061 0.1281 -0.1175
H 2.303701 -0.428727 -1.621752 0.0101 -0.0684 -0.0808
H 2.433894 0.185427 0.006461 0.1839 0.0844 -0.1097
H 2.587105 1.869674 -2.556045 0.4376 -0.1460 -0.2399
H 3.887705 1.557984 -1.291655 0.1731 0.1789 -0.5029
H 2.461445 2.547520 -0.976751 0.1832 0.0138 0.1130
```
Positions in Å, forces in eV/Å.

Its lowest unoccupied orbital energy is 0.0388 Ha. The value obtained for the molecular weight is 102.177 g/mol. The energy above the lowest of the compared OMol25 structures with the same formula, charge and spin comes out at 46.6 kJ/mol. Its SMILES is CCCCCCO. The orbital gap comes out at 11.29 eV. The charge is 0.



# C6H14O

A cluster of 2 separate species, C6H14O in total in a non-equilibrium geometry (ωB97M-V/def2-TZVPD, the OMol25 dataset).

```
21
Properties=species:S:1:pos:R:3:forces:R:3
C -2.462619 -0.104861 0.601715 0.5113 -4.3984 -0.3559
C -1.079060 -0.030620 1.310932 -0.1911 3.8002 -1.3856
C -0.027157 0.845566 0.342802 -0.5478 -1.3740 2.5213
C 0.369439 0.033470 -0.888879 -0.4901 1.4053 -0.4858
C 0.948518 0.708206 -1.892598 -0.9480 1.2547 0.5204
C 0.197589 -1.444527 -0.832236 0.8446 -1.4945 -3.1345
H -3.010499 0.764776 0.834882 -0.6968 0.9757 -0.2000
H -2.228627 -0.282355 -0.465179 -0.5964 0.8237 0.2688
H -3.168778 -1.083957 0.805722 1.8254 2.3803 0.1554
H -0.458946 -0.828824 1.472858 0.4251 -2.8111 0.5089
H -1.240156 0.452380 2.283123 0.3842 0.1198 -0.2298
H 0.950615 1.015658 0.874551 -1.1508 -0.2493 -0.0141
H -0.424665 1.850980 0.253109 -0.1358 0.0305 -0.9042
H 1.263560 0.277979 -2.845508 0.0478 0.1094 0.4061
H 0.909108 1.838221 -1.741987 0.5211 -1.5879 -0.6656
H -0.853836 -1.865979 -0.824258 1.2178 0.7284 -0.0732
H 0.702734 -1.789330 0.032316 0.4050 -0.6968 0.9989
H 0.817217 -1.923353 -1.760218 -1.7048 1.0052 2.0894
H 2.758703 0.309919 0.070666 -0.1625 -0.1155 -0.2648
H 2.837848 0.458247 1.599960 0.1988 0.0558 -0.3392
O 3.199020 0.798406 0.768224 0.2428 0.0385 0.5834
```
Positions in Å, forces in eV/Å.

Its lowest unoccupied orbital energy is 0.0290 Ha. The value obtained for the molecular weight is 102.177 g/mol. The energy above the lowest of the compared OMol25 structures with the same formula, charge and spin comes out at 230.7 kJ/mol. Its SMILES is C=C(C)CCC.O. The orbital gap comes out at 10.24 eV. The charge is 0.



- Which formula does entry 5 have?
  C6H14O



- What is the formula in the third record?
  C6H14O



- Look up the molecular weight of the second one.
  102.177 g/mol